C24H30N2O4S | the ωB97M-V functional and the def2-TZVPD basis

Its total charge is 0. Its orbital gap is 8.52 eV. The value obtained for the energy above the lowest of the compared OMol25 structures with the same formula, charge and spin is 0.000 eV. The multiplicity is 1. The calculation puts the HOMO energy at -7.9 eV. The calculation puts the molar mass at 442.58 g/mol.

Geometry (Å):
C (-0.438, 4.571, 0.247)
C (-1.328, 3.339, 0.250)
O (-0.747, 2.397, 1.121)
C (-1.334, 1.172, 1.259)
C (-2.478, 0.750, 0.606)
C (-2.965, -0.536, 0.795)
C (-2.344, -1.409, 1.668)
C (-2.859, -2.812, 1.847)
C (-1.741, -3.860, 1.956)
N (-0.720, -3.671, 0.952)
C (0.544, -3.335, 1.262)
O (0.978, -3.300, 2.400)
C (1.422, -3.012, 0.058)
C (1.356, -1.514, -0.268)
C (0.123, -1.160, -1.071)
O (-0.795, -1.944, -1.250)
N (0.089, 0.074, -1.643)
C (-0.988, 0.342, -2.579)
C (-0.539, -0.006, -3.984)
S (0.865, 1.058, -4.475)
C (1.546, 1.539, -2.917)
C (2.552, 2.500, -2.965)
C (3.147, 2.954, -1.807)
C (2.725, 2.463, -0.581)
C (1.725, 1.511, -0.521)
C (1.139, 1.019, -1.683)
C (-1.218, -0.974, 2.359)
C (-0.684, 0.283, 2.143)
O (0.483, 0.745, 2.682)
C (1.146, -0.021, 3.674)
C (0.470, 0.076, 5.037)
H (-0.864, 5.336, -0.398)
H (0.553, 4.308, -0.114)
H (-0.347, 4.962, 1.256)
H (-1.399, 2.926, -0.767)
H (-2.341, 3.598, 0.590)
H (-2.998, 1.413, -0.068)
H (-3.842, -0.850, 0.249)
H (-3.474, -2.873, 2.750)
H (-3.497, -3.058, 0.995)
H (-2.176, -4.860, 1.845)
H (-1.242, -3.812, 2.927)
H (-1.034, -3.456, 0.012)
H (2.448, -3.270, 0.321)
H (1.111, -3.599, -0.806)
H (2.240, -1.210, -0.835)
H (1.352, -0.952, 0.666)
H (-1.840, -0.279, -2.291)
H (-1.262, 1.399, -2.513)
H (-1.324, 0.173, -4.718)
H (-0.222, -1.047, -4.037)
H (2.853, 2.880, -3.930)
H (3.927, 3.698, -1.860)
H (3.162, 2.829, 0.334)
H (1.373, 1.178, 0.440)
H (-0.736, -1.646, 3.048)
H (1.248, -1.068, 3.364)
H (2.145, 0.422, 3.724)
H (0.413, 1.117, 5.349)
H (1.047, -0.484, 5.769)
H (-0.538, -0.328, 4.999)

Cartesian forces (eV/Å) of the 6 atoms listed first:
-0.2 -0.4 0.1
-0.1 0.3 -0.3
0.1 -0.3 0.3
0.2 0.1 0.1
0.1 0.3 0.0
0.0 -0.2 0.2

C24H30N6O4 | the ωB97M-V functional and the def2-TZVPD basis

Its total charge is 0. Its orbital gap is 7.89 eV. The value obtained for the energy above the lowest of the compared OMol25 structures with the same formula, charge and spin is 27.168 eV. The multiplicity is 1. The calculation puts the HOMO energy at -7.8 eV. The calculation puts the molar mass at 466.54 g/mol.

Geometry (Å):
C (6.896, 1.581, -0.289)
H (6.658, 2.384, -1.028)
O (6.124, 0.575, -0.437)
C (4.741, 0.631, -0.019)
C (4.179, 1.682, 0.314)
C (2.777, 1.850, 0.924)
C (1.938, 0.682, 0.987)
C (2.526, -0.382, 0.234)
C (3.810, -0.464, -0.144)
O (4.504, -1.662, -0.522)
C (3.644, -2.598, -0.557)
H (2.745, -2.596, -1.355)
H (4.400, -3.741, -1.075)
H (3.365, -3.010, 0.451)
H (1.879, -1.271, 0.198)
C (0.571, 0.837, 1.337)
N (0.043, 1.788, 1.717)
N (-1.258, 1.461, 1.903)
N (-1.256, 0.359, 1.440)
N (-0.240, -0.128, 1.238)
C (-2.375, 2.330, 2.106)
H (-2.825, 2.130, 3.335)
H (-1.994, 3.483, 2.296)
C (-3.551, 2.176, 1.374)
O (-4.616, 2.101, 1.358)
N (-3.060, 2.112, -0.119)
C (-1.884, 2.363, -0.609)
C (-1.456, 4.015, -0.371)
C (-0.341, 4.268, -0.663)
C (0.607, 3.426, -1.422)
C (0.166, 2.294, -1.853)
C (-1.108, 1.698, -1.497)
H (-1.359, 0.761, -1.594)
H (0.772, 1.400, -2.396)
H (1.508, 3.744, -1.816)
H (0.088, 5.517, -0.514)
H (-2.127, 4.518, 0.034)
C (-4.110, 1.602, -0.802)
H (-5.105, 1.624, -0.562)
H (-4.263, 2.364, -1.847)
C (-3.730, 0.078, -1.399)
O (-4.210, -0.108, -2.457)
N (-3.375, -0.703, -0.606)
H (-3.045, -0.448, 0.297)
C (-2.885, -1.920, -1.036)
C (-2.447, -2.868, 0.294)
H (-3.505, -3.104, 0.780)
H (-1.895, -2.362, 1.061)
C (-1.855, -4.043, -0.037)
C (-0.527, -3.848, -0.160)
H (-0.219, -3.303, -1.175)
H (0.141, -4.825, -0.363)
H (0.243, -3.301, 0.512)
C (-1.985, -5.122, 1.385)
H (-1.511, -4.631, 2.285)
H (-3.061, -5.143, 1.685)
H (-1.569, -6.051, 1.063)
H (-2.415, -4.624, -0.746)
H (-3.460, -2.352, -1.631)
H (-1.673, -1.897, -1.194)
H (2.483, 2.796, 1.140)
H (4.816, 2.736, 0.604)
H (7.846, 1.209, -0.805)
H (6.824, 1.930, 0.751)

Cartesian forces (eV/Å) of the 6 atoms listed first:
3.6 4.2 -1.5
-0.3 0.4 0.8
-7.0 -6.8 -0.2
3.9 -5.9 -3.4
-4.3 12.1 6.2
2.2 -5.5 -2.1

C24H30N6O6 | the ωB97M-V functional and the def2-TZVPD basis

Its total charge is 0. Its orbital gap is 8.94 eV. The value obtained for the energy above the lowest of the compared OMol25 structures with the same formula, charge and spin is 1.656 eV. The multiplicity is 1. The calculation puts the HOMO energy at -8.4 eV. The calculation puts the molar mass at 498.54 g/mol.

Geometry (Å):
C (1.280, 2.191, 1.957)
O (1.063, 2.966, 0.796)
C (0.310, 2.411, -0.208)
C (-0.130, 1.101, -0.237)
C (-0.919, 0.645, -1.291)
C (-1.462, -0.762, -1.327)
C (-2.867, -0.927, -0.686)
O (-3.388, -2.030, -0.671)
N (-3.455, 0.200, -0.287)
C (-4.705, 0.222, 0.447)
C (-5.459, 1.515, 0.131)
C (-4.880, 2.518, 1.124)
C (-4.765, 1.706, 2.416)
C (-4.447, 0.270, 1.967)
N (-0.575, -1.745, -0.708)
C (0.003, -2.737, -1.590)
C (-1.050, -3.815, -1.953)
O (-1.726, -4.275, -0.818)
C (-0.669, -1.888, 0.630)
O (-1.406, -1.200, 1.312)
C (0.274, -2.897, 1.293)
N (1.630, -2.542, 1.001)
N (2.577, -3.402, 0.724)
N (3.641, -2.735, 0.459)
C (3.315, -1.427, 0.577)
C (4.223, -0.355, 0.318)
C (5.558, -0.377, 0.001)
C (5.936, 0.970, -0.172)
C (4.812, 1.722, 0.047)
C (4.570, 3.188, 0.009)
O (3.775, 0.921, 0.345)
N (2.037, -1.291, 0.927)
C (-1.247, 1.518, -2.320)
C (-0.799, 2.828, -2.305)
C (-0.023, 3.288, -1.255)
O (0.408, 4.576, -1.237)
H (1.865, 1.297, 1.733)
H (1.836, 2.834, 2.638)
H (0.331, 1.902, 2.418)
H (0.148, 0.430, 0.555)
H (-1.592, -1.055, -2.374)
H (-2.883, 1.030, -0.224)
H (-5.249, -0.677, 0.150)
H (-5.329, 1.817, -0.908)
H (-6.522, 1.372, 0.323)
H (-5.510, 3.398, 1.243)
H (-3.894, 2.850, 0.793)
H (-4.003, 2.105, 3.082)
H (-5.718, 1.730, 2.945)
H (-5.076, -0.451, 2.485)
H (-3.410, 0.001, 2.161)
H (0.360, -2.238, -2.494)
H (0.853, -3.221, -1.116)
H (-1.758, -3.413, -2.688)
H (-0.535, -4.671, -2.397)
H (-2.428, -3.628, -0.607)
H (0.087, -3.916, 0.948)
H (0.095, -2.838, 2.371)
H (6.169, -1.250, -0.090)
H (6.909, 1.337, -0.426)
H (3.516, 3.378, 0.189)
H (4.848, 3.597, -0.961)
H (5.160, 3.694, 0.772)
H (-1.859, 1.177, -3.141)
H (-1.046, 3.511, -3.101)
H (0.905, 4.711, -0.418)

Cartesian forces (eV/Å) of the 6 atoms listed first:
0.1 -0.2 0.3
-0.2 0.2 -0.6
0.0 0.1 -0.1
0.1 0.1 0.1
0.1 0.1 -0.3
-0.2 0.0 0.4

C24H31CoN3O | the ωB97M-V functional and the def2-TZVPD basis

As for the expectation value of S²: 0.7766. Its total charge is +2. Its orbital gap (spin up / spin down) is 8.33 / 8.73 eV. The value obtained for the energy above the lowest of the compared OMol25 structures with the same formula, charge and spin is 0.424 eV. The multiplicity is 2. The calculation puts the HOMO energy (spin up / spin down) at -15.3 / -15.3 eV. The calculation puts the molar mass at 436.46 g/mol.

Geometry (Å):
Co (-0.409, 0.174, 0.451)
C (3.492, -3.679, 4.734)
C (2.354, -4.194, 3.854)
C (2.905, -5.265, 2.898)
C (1.265, -4.807, 4.751)
C (1.728, -3.085, 3.028)
C (2.155, -1.759, 3.082)
C (1.537, -0.802, 2.304)
N (0.524, -1.098, 1.487)
C (0.086, -2.375, 1.410)
C (0.666, -3.371, 2.160)
C (-1.035, -2.545, 0.464)
C (-1.659, -3.732, 0.165)
C (-2.705, -3.771, -0.766)
C (-3.058, -2.562, -1.361)
C (-2.393, -1.401, -1.018)
N (-1.403, -1.385, -0.123)
C (-3.392, -5.087, -1.084)
C (-4.502, -4.917, -2.121)
C (-4.000, -5.645, 0.214)
C (-2.342, -6.068, -1.630)
H (3.906, -4.510, 5.304)
H (3.148, -2.933, 5.453)
H (4.306, -3.254, 4.143)
H (3.357, -6.067, 3.481)
H (3.671, -4.852, 2.240)
H (2.122, -5.709, 2.281)
H (1.704, -5.604, 5.352)
H (0.451, -5.244, 4.171)
H (0.846, -4.064, 5.430)
H (2.967, -1.458, 3.725)
H (1.857, 0.233, 2.328)
H (0.295, -4.382, 2.078)
H (-1.337, -4.641, 0.653)
H (-3.852, -2.508, -2.090)
H (-2.656, -0.452, -1.469)
H (-5.290, -4.247, -1.770)
H (-4.962, -5.885, -2.312)
H (-4.118, -4.546, -3.073)
H (-4.739, -4.960, 0.632)
H (-3.241, -5.841, 0.973)
H (-4.500, -6.589, -0.001)
H (-1.885, -5.689, -2.546)
H (-2.825, -7.017, -1.863)
H (-1.552, -6.272, -0.907)
O (-0.951, 2.105, 0.296)
C (-0.249, 2.955, -0.640)
C (0.821, 2.132, -1.304)
C (1.656, 2.690, -2.256)
C (2.607, 1.886, -2.857)
C (2.693, 0.546, -2.495)
C (1.827, 0.066, -1.538)
N (0.907, 0.846, -0.946)
H (-1.654, 2.593, 0.742)
H (0.190, 3.793, -0.097)
H (-0.954, 3.338, -1.379)
H (1.559, 3.735, -2.521)
H (3.273, 2.295, -3.605)
H (3.419, -0.113, -2.947)
H (1.854, -0.968, -1.219)

Cartesian forces (eV/Å) of the 6 atoms listed first:
0.1 0.1 0.2
0.0 0.0 0.0
0.0 0.0 0.0
0.0 0.0 0.0
0.0 0.0 0.0
0.0 0.0 0.0